One molecule with the formula CH2BrF2NO2S in a non-equilibrium geometry. Source: OMol25; level of theory: ωB97M-V/def2-TZVPD.

Computed properties:
**Lowest unoccupied orbital energy**: 0.2 eV
**SMILES**: NS(=O)(=O)C(F)(F)Br
**Relative energy (zero: lowest compared OMol25 entry of this formula, charge and spin)**: 1.262 eV
**E**: -3416.4113 hartree

```
! wB97M-V def2-TZVPD RIJCOSX def2/J DEFGRID3
* xyz 0 1
F 1.182 1.367 -1.545
H -1.230 -0.134 1.776
F 0.814 1.588 0.557
O -1.022 -0.837 -1.498
Br 2.831 -0.125 0.035
O 0.367 -1.912 0.209
H -2.428 0.205 0.454
S -0.324 -0.781 -0.299
C 1.204 0.697 -0.382
N -1.395 -0.067 0.693
*
```

A 2-piece molecular cluster, C4H9O3 overall in a non-equilibrium geometry. Source: OMol25; level of theory: ωB97M-V/def2-TZVPD.

Computed properties:
**Lowest unoccupied orbital energy (alpha / beta)**: -4.3 / -4.1 eV
**Relative energy (zero: lowest compared OMol25 entry of this formula, charge and spin)**: 3.800 eV
**E**: -383.0556 hartree

```
! wB97M-V def2-TZVPD RIJCOSX def2/J DEFGRID3
* xyz 1 1
H -1.497 -0.273 1.581
C -0.950 1.564 -0.981
H 0.821 -2.331 -1.135
C -0.615 -0.814 1.340
H 0.706 0.763 1.671
H -0.198 -1.116 2.299
O 1.122 -0.374 -0.116
H -0.822 2.590 -0.535
O 0.084 1.178 -1.777
C 0.685 -1.852 -0.178
O -0.642 -1.765 0.254
C 0.332 0.190 0.842
H 0.766 1.845 -1.654
H -1.952 1.306 -1.149
H 1.510 -2.205 0.475
H 0.873 0.280 -1.015
*
```

A 2-piece molecular cluster, C6H16 overall. Source: OMol25; level of theory: ωB97M-V/def2-TZVPD.

Computed properties:
**Lowest unoccupied orbital energy**: 1.2 eV
**SMILES**: CCC.CCC
**Relative energy (zero: lowest compared OMol25 entry of this formula, charge and spin)**: 0.061 eV
**E**: -238.1943 hartree

```
! wB97M-V def2-TZVPD RIJCOSX def2/J DEFGRID3
* xyz 0 1
C 0.134 3.604 0.340
H 0.832 3.088 -0.348
H -0.283 1.825 1.510
H 3.337 -0.084 1.855
C 1.970 -0.061 0.179
H 0.251 4.857 2.106
H 4.455 1.176 -0.003
H 2.654 -0.594 -0.504
C -0.837 2.583 0.931
H -1.406 2.073 0.136
H 1.630 5.057 0.981
C 2.770 0.660 1.263
H 1.518 3.595 2.010
H 3.187 2.439 0.093
H 2.072 1.176 1.950
C 0.934 4.325 1.424
H 4.311 2.191 1.467
H -1.550 3.088 1.606
C 3.742 1.680 0.671
H 1.387 0.669 -0.408
H 1.275 -0.793 0.622
H -0.433 4.348 -0.252
*
```

C32H41AsN2O7P2SSiTi as an isolated structure in a non-equilibrium geometry. Source: OMol25; level of theory: ωB97M-V/def2-TZVPD.

Computed properties:
**Lowest unoccupied orbital energy**: 4.3 eV
**Relative energy (zero: lowest compared OMol25 entry of this formula, charge and spin)**: 0.641 eV
**E**: -6336.3110 hartree

```
! wB97M-V def2-TZVPD RIJCOSX def2/J DEFGRID3
* xyz -2 1
H 4.934 -0.719 0.856
P -3.623 1.428 2.641
H 2.504 -1.917 -2.133
C -3.214 -1.543 0.186
O -4.560 0.179 2.914
H -4.123 -0.580 2.451
H -3.516 3.549 -2.194
H 3.476 -4.523 2.159
C 5.277 1.189 -0.999
C 6.595 2.858 0.134
C 2.562 -1.256 -4.174
H -0.772 -3.266 4.149
C 6.476 1.871 -0.839
H -1.498 -1.678 4.491
C 2.871 -1.122 0.424
C 4.306 2.474 0.770
C -1.822 4.260 -0.220
H 5.587 3.925 1.701
C 2.544 -1.065 -2.796
H 2.605 1.979 -5.175
As 2.414 0.612 -0.349
C -0.800 3.525 -2.378
C -2.624 -0.928 -2.020
H -2.962 -4.671 0.972
H -0.034 1.922 5.100
H -4.477 -2.264 4.049
O -4.208 2.672 3.149
C -1.175 -2.354 3.694
H -3.691 2.352 -0.897
C -1.572 -0.343 -2.909
Ti -1.453 0.478 0.652
N -2.804 -1.476 1.456
H 3.457 2.721 1.397
H 0.235 3.693 -2.067
H -4.860 -3.624 2.979
C 5.507 3.157 0.941
C 2.060 -3.246 1.187
H 7.321 1.629 -1.474
H 2.579 -0.320 -6.110
H -1.266 -4.175 0.989
C -3.043 2.685 -1.709
C 3.316 -3.565 1.676
H -1.924 -5.165 2.325
Si -2.558 -2.775 2.535
H -0.751 -1.063 -2.983
H -0.788 2.766 -3.166
C 4.126 -1.434 0.940
C -4.304 -2.304 -0.319
O -0.196 0.575 2.111
S 0.204 -1.703 -0.104
C 2.581 1.308 -3.138
C 4.365 -2.654 1.560
H 0.000 2.362 -0.027
N -2.478 -0.789 -0.690
O -0.756 2.988 2.927
C -1.659 3.077 -1.184
H 5.195 0.419 -1.758
H -2.982 1.885 -2.448
H -3.760 -1.763 -3.618
H -0.844 4.666 0.055
H 2.580 2.318 -2.739
H -5.350 -2.924 -2.063
H 5.349 -2.885 1.951
H -1.184 4.459 -2.810
H -3.786 -3.865 4.370
C -3.654 -1.680 -2.544
C -4.068 -3.162 3.578
H 7.529 3.393 0.256
H 1.239 -3.944 1.298
O -3.158 1.337 1.171
H -2.415 5.060 -0.685
H -0.375 -1.858 3.138
H -4.928 -2.843 0.384
P -0.769 1.539 3.175
C -0.949 1.963 -0.420
H -1.139 0.556 -2.475
C 2.596 1.120 -4.514
C 1.801 -2.019 0.551
C 2.554 0.222 -2.267
O 0.025 1.160 4.521
H -2.312 3.945 0.703
C -2.141 -4.353 1.622
C -4.519 -2.348 -1.667
H -1.970 -0.147 -3.906
H 2.546 -2.264 -4.571
C 2.583 -0.167 -5.037
O -2.263 0.990 3.490
C 4.176 1.480 -0.197
*
```

A 6-piece molecular cluster, C9H30O6 overall in a non-equilibrium geometry. Source: OMol25; level of theory: ωB97M-V/def2-TZVPD.

Computed properties:
**Lowest unoccupied orbital energy (alpha / beta)**: 2.6 / 2.9 eV
**Relative energy (zero: lowest compared OMol25 entry of this formula, charge and spin)**: 1.572 eV
**E**: -812.2287 hartree

```
! wB97M-V def2-TZVPD RIJCOSX def2/J DEFGRID3
* xyz -1 2
H -20.111 16.014 9.960
O -18.590 13.602 13.060
C -22.787 18.077 8.790
H -25.895 18.056 8.305
C -21.859 15.643 13.495
C -18.030 15.568 9.809
H -20.315 16.361 14.835
H -26.270 13.342 11.644
O -26.296 13.238 15.325
H -23.998 16.638 8.031
H -26.538 12.689 12.982
H -22.749 19.145 8.579
H -19.326 15.709 11.468
H -26.475 13.612 14.462
H -18.160 13.223 13.827
C -24.107 17.536 8.639
H -22.392 17.470 13.423
C -24.868 17.228 10.020
H -22.031 17.528 8.228
H -21.104 14.689 15.286
O -17.934 14.241 10.110
C -19.200 16.227 10.517
H -17.277 14.922 8.002
H -17.076 16.042 10.035
H -19.126 15.336 8.015
H -25.769 13.902 15.770
H -24.205 16.588 10.601
O -25.023 18.417 8.128
O -21.936 16.865 12.834
H -23.607 14.828 12.557
H -17.866 16.534 7.723
O -26.128 13.456 12.583
H -19.272 12.970 12.832
H -22.501 18.014 9.840
C -23.170 14.866 13.555
C -21.181 15.702 14.892
H -18.158 14.232 11.043
H -25.092 18.055 10.694
H -23.944 15.196 14.248
H -19.185 17.316 10.575
H -21.107 15.007 13.029
H -22.897 13.876 13.920
H -25.705 16.539 9.904
C -18.094 15.603 8.242
H -21.858 16.340 15.459
*
```

C27H28N2O5P2Re as an isolated structure in a non-equilibrium geometry. Source: OMol25; level of theory: ωB97M-V/def2-TZVPD.

Computed properties:
**Lowest unoccupied orbital energy (alpha / beta)**: -7.7 / -9.7 eV
**Relative energy (zero: lowest compared OMol25 entry of this formula, charge and spin)**: 0.825 eV
**E**: -2291.7285 hartree

```
! wB97M-V def2-TZVPD RIJCOSX def2/J DEFGRID3
* xyz 2 4
Re -0.545 -0.238 0.273
H 0.490 -3.797 -1.814
H -5.178 -0.057 -0.083
H -1.602 -4.545 0.052
C 2.278 0.150 1.329
H 2.837 -0.526 5.877
C -1.866 -3.477 0.149
H 2.178 2.229 -1.602
H -4.145 2.482 -0.347
H 2.743 -3.479 -2.521
C -4.241 -0.571 0.192
H 1.812 -2.765 1.020
C 1.969 1.877 -2.637
H -2.567 -3.202 -0.656
C 0.098 3.281 -3.688
H 0.504 1.986 2.291
H 0.955 -4.343 0.802
C 1.007 1.427 3.071
C -3.260 2.131 0.212
C 2.615 -0.240 3.768
C -2.215 2.650 -3.362
H -2.416 2.813 0.016
H -0.021 2.469 4.632
C -1.268 3.540 -3.883
N 0.000 0.128 -1.710
O -1.106 -0.494 3.243
H -1.590 4.423 -4.445
H 2.645 2.432 -3.308
H 3.358 -0.994 3.535
C 0.846 -3.287 1.104
H -4.217 -0.733 1.283
C 0.713 1.705 4.410
H 4.569 -2.015 -3.395
H -2.624 -0.506 -2.511
O 0.224 2.092 7.098
C 2.317 0.029 5.107
C 1.203 -0.436 -2.167
H -4.206 -1.554 -0.304
O 1.421 0.190 0.318
C -2.855 0.517 -2.156
O 3.549 -0.012 1.038
C 3.626 -1.572 -3.057
H -2.354 -3.304 1.122
C 0.517 2.166 -2.954
N 1.042 1.270 6.815
H -0.653 -2.516 -2.341
C 2.604 -2.391 -2.555
C 3.426 -0.186 -3.136
P -2.763 0.424 -0.301
H -3.869 0.795 -2.494
C 1.381 -1.846 -2.131
C -0.886 -0.394 2.094
C -0.442 1.263 -2.419
H -3.480 2.136 1.293
P -0.360 -2.414 0.023
C 1.942 0.434 2.738
H 0.504 -3.230 2.150
C 0.233 -2.728 -1.711
C 2.229 0.388 -2.688
H 4.217 0.463 -3.531
H 0.851 3.966 -4.094
H -3.284 2.829 -3.530
C 1.356 1.001 5.446
C -1.826 1.498 -2.656
O 1.579 0.660 7.690
*
```

A 25-piece molecular cluster, C23H89F2N2O32P overall in a non-equilibrium geometry. Source: OMol25; level of theory: ωB97M-V/def2-TZVPD.

Computed properties:
**Lowest unoccupied orbital energy**: -1.1 eV
**E**: -3987.8092 hartree

```
! wB97M-V def2-TZVPD RIJCOSX def2/J DEFGRID3
* xyz 0 1
H -0.258 4.680 -2.138
H -5.618 -2.683 -3.998
H 5.740 -5.197 -6.481
H 4.672 -0.743 -0.399
O -8.952 1.243 -1.720
C -0.214 -0.521 1.686
C 2.715 1.756 3.986
H -5.687 7.114 -2.030
H -4.997 1.998 -1.751
H -2.350 0.084 1.930
O -5.875 6.174 -1.911
H 2.476 -0.791 1.845
H -4.375 0.071 3.445
O 9.033 -3.025 -3.612
O 5.403 2.976 4.840
H -2.507 2.281 5.198
H 1.896 5.379 3.427
O -3.176 2.350 4.504
O 6.071 -5.062 -5.583
H -3.424 2.708 -2.558
H -6.243 3.736 -4.656
O 3.477 -2.459 0.238
H 6.054 -5.878 -3.486
N 3.863 2.255 0.677
H -2.840 -3.859 -4.429
N -0.720 5.423 -0.191
C 2.222 0.454 -0.497
O -1.500 8.539 -2.526
C 3.429 -0.243 1.520
H 6.490 -6.324 -2.095
O 4.646 2.347 -1.630
O -4.964 -2.907 -3.324
H -3.877 1.793 1.641
H -0.672 1.362 0.812
O -2.196 -3.913 1.527
H -2.056 -1.729 2.046
H -0.645 -5.426 -5.553
H -1.071 7.992 -1.853
H 6.153 2.547 5.272
H 0.433 -1.430 1.411
H 1.859 -1.454 5.593
H -1.986 6.257 -3.648
H -5.013 -2.171 -2.694
H 0.284 1.710 4.864
H 5.562 2.831 3.895
O -6.901 4.382 -4.369
O 0.846 0.132 -0.313
O -2.513 -4.485 -5.091
F 3.510 4.176 -0.953
O -2.243 -8.343 -4.581
O 8.883 -4.505 -0.860
H -4.665 3.695 0.199
H -7.612 -2.279 -1.776
H 3.085 -4.205 1.708
H -0.760 1.618 3.247
H 9.686 -3.669 -3.915
H -0.328 3.210 4.030
H 2.882 2.628 4.744
H -1.194 5.124 -4.290
O -4.742 -0.054 0.821
H -5.177 1.682 3.808
H 3.686 1.812 3.350
C 0.078 2.142 3.805
H 8.209 -3.529 -3.573
H -6.235 0.232 3.160
H -6.621 6.007 -2.504
H 4.346 -4.231 -4.864
H 2.283 -5.113 4.282
O 2.109 -4.969 5.225
H -2.986 -4.240 -5.896
C -1.807 -0.786 1.422
H -6.764 -1.019 -1.907
C 1.671 -0.709 4.718
H -0.410 2.651 -0.936
H 0.582 -7.224 0.455
C 1.516 2.186 3.045
H 4.057 -0.072 2.455
H -8.291 0.596 -2.005
H -2.829 -7.578 -4.531
H 1.737 -1.380 3.770
O -0.057 -6.193 -5.603
H -0.764 8.896 -3.040
C 5.244 1.990 1.104
C 1.054 3.166 0.816
C -4.218 3.895 -0.835
O 6.499 -5.560 -2.688
H 2.469 -5.583 1.923
H -2.583 -2.156 -0.296
C 0.335 0.786 0.915
O -4.422 -0.539 -1.732
C -2.195 -1.086 -0.094
H -3.250 4.500 -0.718
H 2.934 -2.286 -0.565
H 0.783 -5.824 -5.903
H -5.723 1.842 1.150
H 6.221 -4.706 -0.310
H 2.852 -5.397 5.667
C -5.227 0.776 3.092
H -9.774 0.737 -1.691
O 4.174 -4.090 -3.925
H 1.681 3.340 2.986
H -1.536 -4.556 1.235
H -1.411 -0.853 -0.889
F 6.186 1.122 0.477
H -0.164 -0.376 2.817
C -3.965 2.456 -1.565
C 2.892 1.141 0.823
H 8.131 -4.665 -1.443
H 0.571 -0.415 4.812
H 1.903 3.952 0.942
C 2.758 0.434 4.838
H 2.808 0.708 5.969
H 1.195 -5.847 0.236
H -3.552 3.231 4.630
O 0.892 -6.444 0.934
H 4.803 -4.307 0.071
O -7.569 -1.357 -1.489
H -3.018 -4.420 1.561
H -4.923 4.505 -1.525
H 1.347 2.838 -1.478
O -1.722 5.336 -3.509
O 2.782 -4.802 2.403
O -9.496 -1.085 1.236
H -1.401 -7.973 -4.882
C 4.001 2.844 -0.663
C 1.497 1.726 1.488
H 4.920 -4.517 -3.486
O 1.062 5.484 2.950
H -7.725 3.878 -4.337
C 0.272 4.761 -1.105
P -3.681 0.056 -0.512
O 2.626 0.207 -1.654
H 0.891 6.434 2.986
O -3.049 1.613 -0.797
O 5.734 2.670 2.059
H 0.187 3.580 1.469
C -4.865 1.198 1.558
H -9.753 -0.165 1.091
H -1.322 4.711 0.253
H -0.156 5.877 0.543
H 1.223 5.371 -1.288
C 4.228 -1.231 0.550
H -8.962 -1.302 0.461
H 6.996 -5.338 -5.632
H 3.789 -0.078 4.653
H 5.155 -1.606 1.142
H 9.069 -3.564 -0.975
O 5.385 -5.075 0.001
C 0.580 3.205 -0.684
*
```

C28H26BrHfI2N5O as an isolated structure in a non-equilibrium geometry. Source: OMol25; level of theory: ωB97M-V/def2-TZVPD.

Computed properties:
**Lowest unoccupied orbital energy**: -6.7 eV
**Relative energy (zero: lowest compared OMol25 entry of this formula, charge and spin)**: 1.165 eV
**E**: -4648.5942 hartree

```
! wB97M-V def2-TZVPD RIJCOSX def2/J DEFGRID3
* xyz 2 1
C 0.360 -3.068 0.890
C -2.706 0.191 0.321
C 4.160 -0.912 -2.600
C 5.292 -0.902 -0.490
C -2.259 -0.880 -4.471
C 2.174 -4.638 0.904
H -0.317 4.806 -2.252
C 4.036 -0.536 1.586
H -2.144 -2.119 3.081
C -0.732 -2.344 1.539
C 2.979 -0.709 -1.948
H -6.026 1.727 3.125
C 1.182 -3.955 1.586
H 2.847 -0.157 3.308
H 0.759 5.902 -1.358
O -2.140 0.241 -0.849
H 2.839 -5.309 1.425
H -4.124 0.239 2.594
C 2.846 -0.559 -0.550
N 0.522 -2.829 -0.437
C 2.865 -0.269 2.235
H -0.922 5.690 -0.831
Br 1.373 -0.635 -3.092
C 1.446 -3.540 -1.084
H -1.581 -1.185 -5.266
C 1.619 -0.321 0.132
C -5.347 2.810 -0.013
H -3.783 2.051 -1.267
H 4.959 -0.634 2.135
C -4.473 0.964 1.878
H 0.006 4.870 1.511
N 0.113 1.752 -1.035
N -2.284 -0.652 1.243
H 1.047 -4.099 2.645
C 0.827 4.440 0.932
C -4.280 1.986 -0.309
C -3.832 1.054 0.635
I -2.056 -2.306 -2.837
H -5.688 3.530 -0.743
H 1.518 -3.385 -2.154
N -1.242 -1.395 0.811
Hf -0.297 -0.519 -0.885
H 6.192 -0.982 0.100
N 0.364 4.096 -0.403
C 2.291 -4.446 -0.465
H 1.204 3.554 1.441
H -0.520 -2.508 3.664
H -1.504 -3.764 2.915
C -5.537 1.794 2.165
H 1.628 5.176 0.855
C 5.340 -1.013 -1.851
H -3.296 -0.896 -4.800
C -1.252 -2.707 2.883
H 6.269 -1.195 -2.365
H 0.756 0.063 2.060
C 4.072 -0.668 0.181
C 0.210 2.877 -0.741
C -0.057 5.185 -1.266
C -5.980 2.713 1.220
H 3.021 -4.988 -1.043
H 4.185 -0.993 -3.673
I -1.770 1.112 -3.869
H -6.821 3.352 1.446
C 1.669 -0.157 1.504
*
```

One molecule with the formula C5H6O in a non-equilibrium geometry. Source: OMol25; level of theory: ωB97M-V/def2-TZVPD.

Computed properties:
**Lowest unoccupied orbital energy (alpha / beta)**: -0.7 / -1.1 eV
**Relative energy (zero: lowest compared OMol25 entry of this formula, charge and spin)**: 5.886 eV
**E**: -269.1299 hartree

```
! wB97M-V def2-TZVPD RIJCOSX def2/J DEFGRID3
* xyz 0 1
H 0.498 2.869 0.838
C -1.036 -0.008 -0.473
H -0.950 -0.456 -1.464
H 0.866 0.787 -0.196
C -0.230 1.173 -0.222
C 0.014 -0.571 0.468
C 0.877 -1.642 -0.040
O 0.917 -1.969 -1.214
H -2.060 0.034 -0.102
H -0.142 -0.502 1.540
H 1.484 -2.166 0.723
C -0.238 2.450 0.143
*
```

C9H4CuN2O3 as an isolated structure in a non-equilibrium geometry. Source: OMol25; level of theory: ωB97M-V/def2-TZVPD.

Computed properties:
**Lowest unoccupied orbital energy (alpha / beta)**: -9.7 / -13.9 eV
**E**: -2320.2871 hartree

```
! wB97M-V def2-TZVPD RIJCOSX def2/J DEFGRID3
* xyz 2 2
C 0.008 -0.003 4.951
H -0.197 1.807 2.080
N -0.013 0.133 7.556
C 0.030 3.687 -1.171
H 0.235 -2.150 4.890
C -0.106 0.944 2.733
Cu -0.057 -1.146 0.110
H 0.242 -2.274 2.463
N 0.014 -0.252 2.122
C 0.138 -1.307 2.937
O 0.006 4.691 -1.715
C -0.106 1.107 4.119
C 1.540 -1.636 -0.748
O 2.579 -1.439 -1.230
C -1.619 -1.657 -0.756
H -0.202 2.104 4.524
O -2.620 -1.469 -1.319
C -0.010 0.095 6.385
C 0.138 -1.234 4.324
*
```

> Number 6 is which compound?

C27H28N2O5P2Re

> E of number 7 (C23H89F2N2O32P)?

-3987.8092 hartree